Record 1
DFT (ωB97M-V/def2-TZVPD) results for C13H65BrN4O21Ti as an isolated structure in a non-equilibrium geometry.

```
105
Properties=species:S:1:pos:R:3
Ti 0.650 2.334 1.347
Br 0.449 -0.128 0.784
O 0.195 4.016 1.749
H 0.785 4.756 1.484
C -0.522 -1.779 4.114
O -0.842 -2.642 3.021
C -1.763 -3.738 3.311
C -1.690 -4.693 2.184
N -1.930 -4.103 0.863
C -2.048 -5.147 -0.153
C -3.497 -5.555 -0.272
O -3.922 -6.403 0.809
C -5.236 -6.693 0.742
H 0.512 -1.359 3.833
H -0.498 -2.360 5.057
H -1.160 -0.973 4.040
H -2.818 -3.387 3.372
H -1.537 -4.264 4.261
H -2.431 -5.421 2.351
H -0.701 -5.210 2.157
H -1.149 -3.488 0.703
H -1.358 -6.028 0.029
H -1.725 -4.725 -1.081
H -3.689 -6.101 -1.242
H -4.149 -4.657 -0.285
H -5.872 -5.833 0.615
H -5.565 -7.074 1.749
H -5.502 -7.576 0.094
C 3.660 0.027 -0.682
O 4.103 1.372 -0.714
C 4.211 1.744 -2.066
C 4.646 3.209 -2.054
N 3.579 4.029 -1.444
C 3.769 5.519 -1.564
C 3.366 6.185 -0.292
O 3.351 5.286 0.748
C 4.632 4.829 1.096
H 3.276 -0.295 0.291
H 4.495 -0.673 -1.000
H 2.909 0.044 -1.404
H 3.262 1.459 -2.626
H 4.982 1.205 -2.554
H 4.836 3.496 -3.104
H 5.496 3.325 -1.460
H 3.489 3.721 -0.461
H 3.187 5.980 -2.366
H 4.782 5.672 -1.798
H 2.331 6.383 -0.361
H 4.075 7.027 -0.057
H 5.363 5.467 0.740
H 4.892 3.823 0.790
H 4.832 4.906 2.220
C 1.563 2.816 -4.032
O 1.409 3.779 -3.153
N 0.726 1.717 -4.045
N 2.584 2.864 -4.955
H 1.045 0.778 -4.269
H -0.030 1.955 -3.475
H 2.774 3.826 -5.327
H 2.408 2.153 -5.701
O 2.408 2.480 1.097
H 2.899 2.145 0.376
H 2.709 3.838 -2.029
O -2.071 0.504 -1.090
H -1.690 -0.245 -0.582
H -2.865 0.106 -1.406
O -1.272 4.934 -0.828
H -1.811 5.239 -1.573
H -1.941 4.864 -0.106
O -2.592 -1.306 1.137
H -2.636 -2.237 0.748
H -1.824 -1.530 1.631
O -4.272 -0.359 3.031
H -5.104 -0.778 3.357
H -3.988 -1.037 2.339
O 0.355 2.767 -0.578
H -0.065 3.717 -0.738
H -0.305 2.062 -0.633
O -1.532 1.903 1.577
H -1.852 1.125 1.031
H -2.084 1.886 2.400
O 2.445 -0.536 -4.903
H 3.186 -1.101 -4.652
H 1.722 -1.101 -5.261
O 2.778 0.102 4.175
H 3.084 0.067 3.265
H 3.444 0.720 4.627
O 0.866 2.014 3.349
H 1.660 1.574 3.676
H 0.140 1.720 3.786
O -5.104 -3.455 2.619
H -5.287 -4.081 3.348
H -4.967 -4.070 1.901
O -5.239 -5.573 4.561
H -4.507 -5.760 5.153
H -6.077 -5.852 4.987
O -2.608 1.537 3.988
H -2.783 2.393 4.413
H -3.442 1.058 3.830
O 0.091 -1.901 -5.728
H 0.027 -2.077 -6.667
H 0.043 -2.777 -5.276
O -0.798 -2.719 -7.984
H -1.293 -2.074 -8.512
H -0.833 -3.579 -8.412
```

Output
* multiplicity: 1
* frontier orbital gap: 7.61 eV
* HOMO: -0.4732 Eh
* net charge: +2
* LUMO energy: -5.266 eV

Here are the Mulliken charges for atoms 1 to 5, given in e:
1 Ti 0.427
2 Br -0.500
3 O -0.415
4 H 0.231
5 C -0.435

Record 2
DFT (ωB97M-V/def2-TZVPD) results for C13H6ClF4O4S as an isolated structure in a non-equilibrium geometry.

```
29
Properties=species:S:1:pos:R:3
F -2.307 -0.835 3.384
C -1.163 -1.544 3.438
C -1.174 -2.874 3.607
F -2.327 -3.576 3.667
C 0.067 -3.615 3.881
O 0.060 -4.767 4.294
C 1.313 -2.882 3.621
F 2.453 -3.597 3.681
C 1.336 -1.543 3.480
F 2.491 -0.859 3.440
C 0.092 -0.747 3.623
O 0.066 0.370 4.176
Cl -0.280 0.155 1.510
C 0.328 0.880 0.204
S 0.256 0.004 -1.257
C -0.012 1.252 -2.586
C -1.311 1.600 -2.989
C -1.478 2.465 -4.087
C -0.363 2.979 -4.757
C 0.924 2.661 -4.316
C 1.106 1.800 -3.223
O 1.543 -0.584 -1.547
O -0.957 -0.791 -1.316
H 0.588 1.928 0.286
H -2.181 1.167 -2.490
H -2.485 2.726 -4.404
H -0.499 3.645 -5.609
H 1.803 3.073 -4.809
H 2.111 1.511 -2.899
```

Output
* multiplicity: 1
* frontier orbital gap: 4.78 eV
* ΔE to the lowest compared entry with this formula, charge and spin: 144.92 kJ/mol
* HOMO: -0.1286 Eh
* net charge: -1
* LUMO energy: 1.277 eV

Here are the natural (NBO) charges for atoms 1 to 5, given in e:
1 F -0.287
2 C 0.326
3 C 0.234
4 F -0.296
5 C 0.409

Record 3
DFT (ωB97M-V/def2-TZVPD) results for C13H6N4O11PtSe4 as an isolated structure.

```
39
Properties=species:S:1:pos:R:3
Pt 1.121 -1.749 -1.516
O 0.636 2.427 0.921
C 1.235 1.403 0.301
O 1.604 1.448 -0.843
C 1.413 0.217 1.198
C 1.366 0.346 2.572
C 1.659 -0.765 3.355
C 2.010 -1.944 2.733
C 2.006 -2.001 1.343
N 1.693 -0.946 0.595
C 2.421 -3.299 0.645
O 2.839 -4.196 1.348
O 2.278 -3.328 -0.633
H 0.588 3.161 0.289
H 1.117 1.300 3.013
H 1.628 -0.695 4.433
H 2.284 -2.840 3.271
Se 0.428 -3.438 -3.264
Se 1.914 -3.430 -4.927
Se 3.062 -1.334 -4.847
Se 2.752 -0.441 -2.807
O -3.808 3.836 0.953
N -3.529 2.716 1.332
O -3.838 2.248 2.411
C -2.752 1.872 0.427
C -2.389 0.612 0.828
C -1.646 -0.185 -0.027
C -1.208 0.248 -1.332
O -0.544 -0.450 -2.139
C -1.617 1.597 -1.650
C -2.376 2.370 -0.815
N -1.193 2.240 -2.910
O -1.774 3.267 -3.218
O -0.293 1.748 -3.551
N -1.336 -1.510 0.477
O -0.874 -2.365 -0.292
O -1.531 -1.746 1.649
H -2.686 0.238 1.796
H -2.663 3.366 -1.116
```

Output
* multiplicity: 5
* frontier orbital gap (spin up / spin down): 6.71 / 6.13 eV
* ΔE to the lowest compared entry with this formula, charge and spin: 12.18 kJ/mol
* HOMO (spin up / spin down): -0.3022 / -0.3467 Eh
* LUMO energy (spin up / spin down): -1.515 / -3.304 eV

Here are the natural (NBO) charges for atoms 1 to 5, given in e:
1 Pt 1.016
2 O -0.669
3 C 0.772
4 O -0.582
5 C 0.057

Record 4
DFT (ωB97M-V/def2-TZVPD) results for a 32-piece molecular cluster, C13H70N2O33 overall.

```
118
Properties=species:S:1:pos:R:3
O 4.685 -3.317 0.866
C 3.557 -2.901 0.896
N 2.411 -3.720 1.118
C 1.252 -2.907 1.227
O 0.142 -3.318 1.461
C 1.683 -1.509 0.986
C 3.063 -1.504 0.786
C 3.752 -0.334 0.544
C 3.039 0.859 0.516
C 1.657 0.850 0.690
C 0.958 -0.331 0.927
C -0.514 -0.283 1.094
C -1.345 0.138 0.066
C -2.715 0.137 0.295
N -3.304 -0.249 1.422
C -2.491 -0.637 2.414
C -1.118 -0.673 2.282
H 2.218 -4.421 0.405
H 4.819 -0.357 0.381
H 3.568 1.780 0.355
H 1.102 1.773 0.654
H -0.939 0.438 -0.892
H -3.356 0.462 -0.510
H -2.937 -0.936 3.354
H -0.515 -1.012 3.114
O 1.270 1.161 -2.327
H 1.629 0.287 -2.525
H 1.061 1.531 -3.193
O -3.332 2.844 -1.072
H -2.920 3.707 -0.927
H -4.102 2.861 -0.490
O 2.264 3.729 0.092
H 1.580 3.403 -0.505
H 2.439 4.625 -0.217
O 0.504 -1.628 -2.358
H -0.306 -2.153 -2.273
H 0.914 -1.682 -1.487
O -2.324 -5.324 1.525
H -2.290 -6.135 2.043
H -1.596 -4.792 1.872
O 6.610 -1.393 -0.803
H 5.947 -1.953 -0.383
H 7.308 -1.999 -1.088
O 2.977 4.482 3.074
H 2.950 3.974 2.259
H 2.140 4.269 3.501
O 3.745 3.024 -2.467
H 2.929 2.518 -2.354
H 4.158 2.999 -1.598
O -0.901 4.015 0.143
H -0.765 3.088 -0.084
H -0.266 4.214 0.846
O -3.495 -7.939 -0.345
H -3.153 -7.068 -0.111
H -4.218 -8.086 0.272
O -0.907 -4.074 -1.310
H -1.710 -4.545 -1.061
H -0.382 -4.098 -0.500
O -3.655 5.318 -2.736
H -4.491 5.575 -3.138
H -3.614 4.366 -2.883
O -3.476 2.222 4.332
H -3.580 1.669 3.549
H -4.323 2.158 4.784
O -5.771 -2.069 1.130
H -5.810 -2.842 1.700
H -4.999 -1.570 1.439
O -6.207 4.469 -3.879
H -6.585 3.668 -3.499
H -6.499 4.455 -4.797
O -2.332 3.253 -4.768
H -2.393 2.561 -4.098
H -1.590 3.797 -4.484
O -2.276 -1.832 -3.365
H -2.724 -2.658 -3.154
H -2.266 -1.800 -4.327
O -2.873 3.717 -8.038
H -3.730 3.328 -7.834
H -2.448 3.813 -7.178
O 5.707 2.037 0.848
H 6.486 1.892 0.298
H 6.002 2.647 1.533
O 0.123 5.405 2.589
H 0.380 6.309 2.795
H -0.632 5.228 3.161
O -2.435 -10.325 -2.251
H -2.115 -9.451 -2.005
H -3.158 -10.473 -1.636
O -0.674 -1.973 5.559
H -0.487 -2.870 5.265
H -0.026 -1.823 6.251
O 3.699 -0.100 3.976
H 4.075 -0.964 3.782
H 3.467 0.256 3.111
O -6.024 4.222 -0.493
H -6.175 4.510 -1.400
H -6.882 4.294 -0.064
O -4.929 2.238 -5.960
H -4.995 1.548 -5.293
H -4.174 2.770 -5.672
O 2.610 -5.154 -1.757
H 3.002 -6.027 -1.862
H 2.363 -4.882 -2.647
O 4.580 6.327 5.035
H 3.925 5.930 4.448
H 4.695 7.222 4.704
O 1.386 -3.904 5.910
H 2.121 -4.125 5.327
H 1.775 -3.292 6.544
O 2.606 -6.380 7.413
H 1.758 -6.051 7.093
H 2.627 -7.308 7.162
O 0.098 5.354 -4.210
H 0.537 6.205 -4.109
H -0.665 5.435 -3.623
O 8.380 -2.921 -2.628
H 8.851 -2.315 -3.209
H 7.642 -3.240 -3.157
```

Output
* multiplicity: 1
* frontier orbital gap: 8.72 eV
* HOMO: -0.3590 Eh
* LUMO energy: -1.051 eV

Here are the Mulliken charges for atoms 1 to 5, given in e:
1 O -0.658
2 C -0.051
3 N 0.000
4 C -0.707
5 O -0.425

Record 5
DFT (ωB97M-V/def2-TZVPD) results for a 29-piece molecular cluster, C13H73N2O31P overall in a non-equilibrium geometry.

```
120
Properties=species:S:1:pos:R:3
C 3.268 3.970 0.331
P 3.730 3.298 -1.326
C 2.151 3.527 -2.253
C 3.794 1.475 -1.097
C 4.329 0.663 -2.092
C 4.350 -0.730 -1.981
C 3.792 -1.273 -0.835
C 3.273 -0.464 0.167
C 3.280 0.909 0.079
C 2.704 -1.367 1.202
O 2.576 -1.228 2.371
N 2.402 -2.591 0.472
C 1.204 -2.607 -0.391
C 0.189 -1.541 -0.091
O -0.352 -1.665 1.236
C -0.973 -1.549 -1.067
N -1.747 -0.322 -0.776
C 3.555 -2.706 -0.394
O 4.163 -3.707 -0.615
H 4.017 3.733 1.081
H 3.014 5.022 0.299
H 2.348 3.454 0.625
H 2.094 4.499 -2.723
H 1.350 3.450 -1.521
H 2.061 2.706 -2.953
H 4.729 1.103 -2.994
H 4.740 -1.378 -2.751
H 2.842 1.506 0.865
H 0.726 -3.579 -0.278
H 1.444 -2.494 -1.449
H 0.637 -0.548 -0.187
H -0.260 -0.818 1.677
H -0.626 -1.428 -2.087
H -1.568 -2.452 -0.979
H -1.171 0.455 -1.077
H -2.624 -0.317 -1.278
O -3.425 -1.871 0.824
H -2.468 -1.937 0.976
H -3.798 -2.633 1.290
O -1.806 2.588 0.839
H -2.669 2.691 1.264
H -1.857 1.724 0.413
O 5.541 -4.214 2.209
H 5.693 -5.163 2.166
H 4.908 -4.039 1.505
O -4.111 4.280 0.921
H -4.958 4.621 0.603
H -3.455 4.866 0.527
O -0.563 -2.772 -3.931
H -0.496 -3.724 -3.797
H -1.211 -2.669 -4.639
O 5.889 -1.064 2.642
H 6.000 -2.023 2.593
H 5.175 -0.944 3.278
O 1.463 -4.536 -2.943
H 1.887 -4.210 -3.745
H 2.187 -4.610 -2.311
O 3.049 2.641 -5.181
H 3.055 3.288 -5.893
H 3.082 1.790 -5.637
O 6.166 -0.944 5.902
H 5.503 -1.616 5.704
H 6.371 -0.544 5.050
O 0.491 -5.530 1.861
H -0.380 -5.218 1.597
H 1.101 -4.880 1.488
O -0.907 4.292 -1.961
H -1.445 5.062 -1.728
H -1.149 3.645 -1.291
O -4.500 2.788 -1.498
H -3.918 2.521 -0.780
H -5.267 2.211 -1.416
O 0.043 -5.374 5.046
H 0.448 -5.065 4.226
H 0.769 -5.421 5.677
O -5.856 6.468 0.581
H -5.513 7.364 0.468
H -6.813 6.575 0.600
O -5.636 -3.555 2.252
H -6.380 -2.998 1.991
H -5.866 -3.880 3.128
O -2.233 6.292 -1.380
H -1.897 7.187 -1.494
H -3.191 6.400 -1.375
O 7.363 0.091 -2.836
H 8.324 0.077 -2.797
H 7.089 -0.761 -2.485
O -3.939 8.160 1.900
H -2.990 8.106 2.054
H -4.298 7.387 2.351
O -2.176 -7.613 5.661
H -1.460 -7.067 5.312
H -2.924 -7.421 5.089
O -4.009 -4.088 -1.377
H -4.422 -4.595 -0.669
H -4.020 -3.177 -1.045
O 1.972 6.601 -0.909
H 1.286 5.929 -1.010
H 2.104 6.938 -1.801
O -5.785 -0.354 0.907
H -5.776 0.462 1.426
H -4.882 -0.677 1.047
O 4.383 -3.085 7.249
H 4.175 -2.398 7.890
H 5.322 -3.255 7.384
O 1.470 0.243 -6.562
H 0.689 0.261 -6.000
H 1.393 -0.577 -7.059
O 0.580 3.427 2.707
H 0.661 2.479 2.849
H -0.024 3.500 1.957
O -3.527 -3.810 -4.538
H -4.298 -3.256 -4.707
H -3.671 -4.142 -3.643
O -5.612 2.334 2.317
H -5.109 3.141 2.151
H -6.523 2.623 2.428
O -5.893 -2.503 -3.296
H -5.305 -2.782 -2.581
H -6.667 -3.067 -3.198
```

Output
* multiplicity: 1
* frontier orbital gap: 7.42 eV
* ΔE to the lowest compared entry with this formula, charge and spin: 0.00 kJ/mol
* HOMO: -0.2874 Eh
* LUMO energy: -0.400 eV

Here are the Mulliken charges for atoms 1 to 5, given in e:
1 C -0.842
2 P -0.215
3 C -0.438
4 C 0.300
5 C -0.583

Record 6
DFT (ωB97M-V/def2-TZVPD) results for C13H7AsF6IrN2O7S as an isolated structure in a non-equilibrium geometry.

```
38
Properties=species:S:1:pos:R:3
Ir 0.437 0.486 -1.589
O 3.756 -1.657 -1.219
C 2.745 -1.097 -0.920
O 1.846 -0.813 -1.887
C 2.419 -0.779 0.517
C 3.454 -0.988 1.421
C 3.236 -0.791 2.766
C 2.009 -0.406 3.263
C 0.974 -0.218 2.372
C 1.160 -0.386 0.991
O 0.114 -0.136 0.176
N -0.327 0.191 2.938
O -1.336 -0.035 2.295
O -0.304 0.704 4.031
N 4.350 -1.005 3.716
O 4.099 -0.870 4.893
O 5.423 -1.303 3.243
H 4.420 -1.311 1.058
H 1.860 -0.253 4.322
F 0.764 1.774 -3.229
As 0.566 3.335 -2.219
F 1.558 2.297 -1.098
F -0.765 2.245 -1.478
F 0.305 4.481 -1.031
F -0.566 3.873 -3.333
F 1.932 3.991 -2.918
S -0.876 -0.961 -2.511
C -2.419 -0.862 -1.876
C -2.788 -0.101 -0.726
C -4.076 -0.186 -0.271
C -5.007 -0.986 -0.945
C -4.660 -1.737 -2.078
C -3.377 -1.693 -2.544
H -2.060 0.492 -0.193
H -4.370 0.363 0.613
H -6.023 -1.033 -0.574
H -5.400 -2.351 -2.571
H -3.073 -2.274 -3.406
```

Output
* multiplicity: 1
* frontier orbital gap: 4.39 eV
* ΔE to the lowest compared entry with this formula, charge and spin: 0.00 kJ/mol
* HOMO: -0.4708 Eh
* net charge: +1
* LUMO energy: -8.424 eV

Here are the natural (NBO) charges for atoms 1 to 5, given in e:
1 Ir 1.319
2 O -0.508
3 C 0.757
4 O -0.647
5 C -0.271

Q: Which formula does entry 6 have?
A: C13H7AsF6IrN2O7S